{"formula": "C32H96BrMnNO19", "method": "ωB97M-V/def2-TZVPD", "energy_ha": -6485.98414, "s2": 8.75, "lumo_energy_ev": [0.230, 0.229], "multiplicity": 6, "e_homo_ev": [-8.10, -8.41], "elements": ["Mn", "Br", "N", "O", "O", "O", "C", "C", "O", "H", "H", "H", "H", "H", "H", "C", "C", "O", "H", "H", "H", "H", "H", "H", "C", "C", "O", "H", "H", "H", "H", "H", "H", "C", "C", "O", "H", "H", "H", "H", "H", "H", "C", "C", "O", "H", "H", "H", "H", "H", "H", "C", "C", "O", "H", "H", "H", "H", "H", "H", "C", "C", "O", "H", "H", "H", "H", "H", "H", "C", "C", "O", "H", "H", "H", "H", "H", "H", "C", "C", "O", "H", "H", "H", "H", "H", "H", "C", "C", "O", "H", "H", "H", "H", "H", "H", "C", "C", "O", "H", "H", "H", "H", "H", "H", "C", "C", "O", "H", "H", "H", "H", "H", "H", "C", "C", "O", "H", "H", "H", "H", "H", "H", "C", "C", "O", "H", "H", "H", "H", "H", "H", "C", "C", "O", "H", "H", "H", "H", "H", "H", "C", "C", "O", "H", "H", "H", "H", "H", "H"], "xyz": [[3.890836, -24.962789, -8.498082], [2.186236, -24.254208, -10.275360], [6.219421, -26.237052, -8.540760], [5.577603, -25.948368, -9.534117], [5.675673, -25.807017, -7.523220], [7.301691, -26.750001, -8.574060], [11.950476, -28.675458, -9.778420], [12.497945, -29.643165, -10.869015], [13.833519, -29.142990, -11.065013], [12.557215, -28.737960, -8.875057], [10.894747, -28.862200, -9.581775], [12.052534, -27.650530, -10.135109], [11.821163, -29.631222, -11.723374], [12.531440, -30.667762, -10.498654], [14.382943, -29.818210, -11.469753], [5.481718, -28.899123, -5.688577], [5.078489, -29.979587, -4.675022], [3.842995, -29.494777, -4.240300], [5.637210, -27.922409, -5.230376], [4.700502, -28.820356, -6.444616], [6.442007, -29.205118, -6.103688], [5.792270, -30.036796, -3.853234], [4.879485, -30.984405, -5.047641], [3.917444, -28.844294, -3.538208], [5.812466, -27.238336, -14.701112], [4.515783, -27.891018, -14.206359], [4.753967, -29.266829, -13.945147], [6.246501, -27.884199, -15.464374], [6.518185, -27.165956, -13.873578], [5.726237, -26.266301, -15.186705], [3.841845, -27.727360, -15.047263], [4.119715, -27.342829, -13.351534], [4.038005, -29.706806, -13.481011], [12.787657, -23.478089, -8.364876], [12.234488, -24.651142, -9.223941], [10.897244, -24.304773, -9.669528], [13.858147, -23.584420, -8.189232], [12.393913, -23.572024, -7.352826], [12.656704, -22.457587, -8.724780], [12.317119, -25.576937, -8.654573], [12.820304, -24.804230, -10.130298], [10.502129, -25.098457, -10.037712], [3.157324, -29.080671, -8.951659], [2.575853, -27.675843, -9.259536], [2.989798, -26.837118, -8.153607], [2.912810, -29.711666, -9.806158], [2.747776, -29.582510, -8.074991], [4.244755, -29.043436, -8.886872], [1.497069, -27.696420, -9.414149], [2.911348, -27.254887, -10.207342], [2.582213, -27.303558, -7.420189], [9.036998, -28.318046, -5.715345], [9.970690, -28.974813, -6.782249], [10.831241, -29.805284, -6.053599], [8.329059, -27.601827, -6.132420], [9.597696, -27.779960, -4.951024], [8.442996, -29.078316, -5.208138], [10.607687, -28.241160, -7.276305], [9.409970, -29.533805, -7.531404], [11.248537, -30.451472, -6.627964], [8.743739, -19.882336, -8.663180], [9.878662, -20.779273, -9.240114], [9.328696, -22.056125, -9.636210], [8.046815, -19.457108, -9.385382], [9.274852, -19.083001, -8.146381], [8.176000, -20.356014, -7.862306], [10.677779, -20.810491, -8.499482], [10.363293, -20.293838, -10.087215], [9.990720, -22.726007, -9.450223], [5.114654, -21.196323, -9.419107], [4.491104, -21.812061, -8.205096], [5.035289, -23.147272, -8.155815], [4.933784, -21.757326, -10.335992], [6.185633, -21.015006, -9.328336], [4.691185, -20.195616, -9.504912], [3.405218, -21.759539, -8.126378], [4.772971, -21.280191, -7.296386], [5.933113, -22.970872, -7.865300], [10.447522, -26.745465, -12.783485], [9.335397, -27.129892, -11.797714], [9.552479, -26.456789, -10.583865], [11.413305, -26.608069, -12.297201], [10.210635, -25.780881, -13.232455], [10.540980, -27.517963, -13.546776], [9.431483, -28.195271, -11.588363], [8.396817, -26.918850, -12.310191], [8.766267, -26.549125, -10.040776], [6.173403, -20.742222, -4.562053], [7.446247, -19.861805, -4.576813], [7.046297, -18.679904, -3.901471], [5.972311, -21.292260, -3.642751], [6.404144, -21.551678, -5.254608], [5.261112, -20.225044, -4.859283], [7.676612, -19.599667, -5.609443], [8.299100, -20.380912, -4.139449], [7.812345, -18.107016, -3.982556], [5.508403, -25.653000, -1.543793], [5.458397, -26.747136, -2.598614], [4.287498, -27.523626, -2.381406], [6.269482, -24.900235, -1.749225], [5.690570, -26.070197, -0.553404], [4.592294, -25.080519, -1.398521], [6.368541, -27.346007, -2.631896], [5.382513, -26.272744, -3.577025], [4.171353, -27.671946, -1.440061], [7.970810, -24.159632, -5.520877], [8.580349, -23.854417, -6.915444], [7.761627, -22.927956, -7.627146], [8.580997, -24.930826, -5.050735], [6.933770, -24.484510, -5.605086], [7.911747, -23.332144, -4.813848], [8.698051, -24.781449, -7.476567], [9.553508, -23.370591, -6.831880], [8.305146, -22.482991, -8.281504], [5.813409, -31.840292, -8.256212], [5.673620, -31.707033, -9.791829], [4.401369, -32.083285, -10.257234], [5.043747, -31.191052, -7.838817], [6.790955, -31.453893, -7.967778], [5.660678, -32.887306, -7.994415], [6.437491, -32.355250, -10.221261], [5.922235, -30.663954, -9.987525], [4.202659, -32.976528, -9.967011], [3.605304, -23.883976, -4.617595], [2.987265, -24.930022, -5.529326], [2.689323, -24.337307, -6.805083], [3.764397, -24.258388, -3.606352], [3.025982, -22.965078, -4.527590], [4.598705, -23.609745, -4.972629], [2.058064, -25.257593, -5.063086], [3.510007, -25.872253, -5.693802], [2.225773, -23.529261, -6.573161], [6.084543, -24.135749, -12.365877], [7.158998, -23.762174, -11.352233], [8.215968, -23.124749, -12.040614], [6.503502, -24.811792, -13.111233], [5.675870, -23.246600, -12.845970], [5.291105, -24.686483, -11.860658], [7.546209, -24.665346, -10.880583], [6.787525, -23.163976, -10.520207], [8.799651, -22.720799, -11.394294], [-0.161831, -27.352280, -6.073834], [0.788800, -28.176550, -5.228494], [2.041460, -28.209626, -5.852878], [-0.216311, -27.704904, -7.103777], [0.142449, -26.309574, -6.164870], [-1.154871, -27.479172, -5.642696], [0.263548, -29.095791, -4.969240], [0.955021, -27.722951, -4.251392], [2.736667, -28.576079, -5.301521]], "forces_ev_per_angstrom": [[-0.254, 0.574, -0.824], [0.315, 0.048, 0.206], [-0.411, 1.572, 0.061], [-0.929, -0.418, -3.888], [0.153, -0.209, 3.776], [1.619, -1.214, 0.230], [0.120, -0.602, -0.801], [0.202, 1.143, 1.756], [-0.465, -0.349, -0.550], [-0.128, -0.246, 0.068], [0.049, 0.013, 0.153], [-0.117, -0.050, -0.144], [0.407, 0.231, -0.481], [0.002, -0.106, 0.090], [-0.033, -0.061, -0.134], [1.150, -1.458, -0.220], [-0.048, 1.663, -0.356], [-2.139, -0.682, 0.870], [-0.142, -0.117, 0.208], [0.245, 0.011, -0.155], [-0.055, 0.306, -0.625], [0.125, -0.137, 0.097], [0.385, 0.134, -0.408], [0.439, 0.294, 0.461], [0.410, -0.766, 0.394], [0.200, 0.900, -0.834], [0.503, 0.115, -0.134], [0.085, -0.188, 0.054], [0.164, 0.078, -0.084], [-0.504, 0.074, 0.351], [-0.622, -0.447, 0.073], [-0.011, -0.154, 0.215], [-0.207, 0.376, 0.004], [0.222, -1.027, 0.323], [-0.003, 1.703, -0.473], [1.209, 0.193, 1.240], [0.179, -0.203, -0.335], [-0.431, 0.258, -0.011], [-0.379, -0.234, -0.354], [-0.515, -0.042, 0.156], [0.317, 0.110, 0.008], [-0.593, -0.527, -0.472], [-0.473, 0.355, -1.406], [0.737, -1.075, 0.259], [-0.742, -0.431, -1.073], [0.106, -0.259, -0.031], [-0.105, 0.393, 0.141], [0.004, 0.131, 0.083], [-0.225, 0.056, 0.643], [0.613, 0.031, 0.279], [-0.072, 0.114, 1.226], [0.150, -0.113, -0.718], [-0.541, 1.068, 1.031], [0.478, -1.000, 0.623], [0.073, -0.020, -0.361], [0.325, -0.147, -0.089], [0.162, -0.165, -0.019], [-0.424, 0.388, -0.262], [-0.215, 0.043, -0.046], [0.029, 0.056, -0.098], [1.086, -0.049, 0.162], [-1.323, 0.697, -0.095], [0.349, 1.342, 0.633], [0.209, -0.165, -0.142], [-0.147, 0.444, -0.174], [0.001, -0.408, -0.178], [-0.124, -0.766, 0.299], [-0.284, 0.021, -0.312], [0.589, -0.960, -0.282], [-0.565, 1.459, -0.318], [0.701, -0.167, 0.136], [-1.379, 0.450, 0.642], [-0.203, -0.030, 0.160], [0.068, -0.413, 0.260], [-0.118, 0.192, -0.438], [-0.091, -0.687, -0.805], [0.488, 0.072, 0.149], [1.176, -0.793, 0.092], [-0.297, 0.295, 0.277], [1.447, -0.512, -0.973], [-0.262, 0.542, 0.193], [0.021, -0.295, 0.185], [-0.031, -0.057, -0.200], [0.004, 0.146, -0.113], [-0.349, -0.279, -0.142], [-0.348, 0.083, 0.529], [-0.397, -0.011, 0.411], [1.136, -0.957, -0.500], [-2.346, -0.317, -0.022], [1.009, 0.223, 0.228], [0.202, 0.503, 0.428], [-0.395, -0.100, -0.442], [0.286, 0.194, -0.109], [0.149, -0.186, -0.183], [0.050, 0.065, 0.250], [-0.114, 0.543, 0.307], [0.406, 0.275, 0.477], [-0.328, 1.186, 0.282], [-0.117, -0.364, -0.424], [0.252, -0.192, -0.011], [0.341, -0.141, 0.068], [-0.338, -0.233, -0.580], [0.013, -0.179, 0.285], [-0.277, -0.185, -0.151], [0.074, -0.028, 0.115], [0.207, 0.139, -0.532], [-0.479, 0.490, 0.859], [-0.988, -0.349, 0.891], [-0.163, -0.192, 0.023], [0.079, -0.427, -0.309], [0.444, 0.411, -0.285], [-0.063, -0.091, -0.027], [0.305, -0.278, 0.299], [0.221, 0.070, -0.768], [-0.550, 0.343, -1.171], [0.954, -0.559, 1.487], [-0.341, 0.630, -0.288], [-0.026, -0.211, 0.408], [0.043, -0.278, 0.210], [0.123, 0.095, 0.437], [0.178, 0.143, -0.414], [-0.521, -0.060, -0.739], [0.123, -0.061, 0.068], [1.154, -0.466, 0.074], [-0.890, 0.217, 0.670], [-0.077, -0.292, 0.856], [-0.213, -0.176, 0.061], [-0.290, -0.104, -0.182], [0.058, 0.149, -0.186], [-0.335, -0.018, -0.101], [0.616, 0.405, -0.042], [-0.140, 0.266, -0.621], [0.164, -0.084, 0.626], [0.071, -0.526, -0.222], [0.009, 0.230, -0.447], [0.086, 0.177, -0.133], [-0.014, -0.062, -0.052], [-0.167, 0.135, 0.003], [-0.030, -0.338, 0.047], [-0.234, 0.304, -0.133], [0.076, 0.114, 0.214], [0.027, -0.112, -0.028], [-0.372, 1.078, 0.632], [-0.172, -0.089, -1.398], [0.094, -0.360, 0.009], [-0.147, 0.093, 0.311], [-0.101, 0.464, -0.067], [0.641, -0.813, -0.546], [-0.324, 0.415, 0.250], [0.346, -0.659, 0.595]], "lowdin_charge": [0.597, -0.070, -0.568, -0.038, -0.064, 0.056, -0.087, -0.278, -0.086, 0.076, 0.058, 0.051, 0.097, 0.103, 0.076, -0.062, -0.265, -0.115, 0.066, 0.061, 0.053, 0.113, 0.115, 0.041, -0.090, -0.314, -0.075, 0.072, 0.047, 0.075, 0.102, 0.105, 0.079, -0.073, -0.248, -0.107, 0.068, 0.064, 0.063, 0.105, 0.108, 0.030, -0.063, -0.253, -0.197, 0.071, 0.073, 0.065, 0.112, 0.081, 0.045, -0.071, -0.311, -0.082, 0.047, 0.071, 0.057, 0.090, 0.106, 0.080, -0.069, -0.234, -0.111, 0.076, 0.071, 0.046, 0.105, 0.113, 0.043, -0.064, -0.266, -0.174, 0.080, 0.057, 0.084, 0.107, 0.102, 0.047, -0.062, -0.283, -0.103, 0.066, 0.075, 0.076, 0.101, 0.104, 0.053, -0.086, -0.298, -0.080, 0.070, 0.037, 0.076, 0.094, 0.110, 0.078, -0.083, -0.291, -0.083, 0.078, 0.075, 0.072, 0.118, 0.095, 0.101, -0.058, -0.249, -0.106, 0.068, 0.049, 0.055, 0.099, 0.110, 0.019, -0.081, -0.328, -0.073, 0.050, 0.069, 0.073, 0.104, 0.107, 0.083, -0.048, -0.255, -0.151, 0.065, 0.088, 0.066, 0.108, 0.106, 0.106, -0.061, -0.321, -0.073, 0.054, 0.079, 0.049, 0.085, 0.085, 0.038, -0.069, -0.310, -0.097, 0.077, 0.067, 0.078, 0.112, 0.110, 0.038]}